1.
C30H81NO11 | ωB97M-V/def2-TZVPD

Each line ends with the Mulliken charge.
Positions of all 123 atoms, in Å:
O -10.1198 -40.2249 -21.3929  0.434
C -12.8689 -42.6168 -15.5489  1.650
H -14.5054 -40.1396 -16.2922  0.053
H -11.0238 -34.5008 -15.9957  0.192
C -14.4757 -43.8292 -20.5840  -1.389
H -6.8650 -45.7631 -13.4122  0.237
O -9.0383 -42.6688 -22.6284  -0.094
H -8.0209 -41.9740 -14.4882  0.204
H -10.8923 -38.3377 -21.7198  0.243
H -8.7682 -37.3764 -22.2323  0.677
C -8.6036 -44.2327 -15.2166  -0.823
C -14.5043 -39.0390 -16.3796  -1.350
H -9.8490 -39.8233 -24.0045  0.302
H -11.8659 -45.0354 -18.3558  0.079
H -5.5952 -39.6887 -21.9505  0.605
H -8.4070 -39.0113 -16.8802  0.716
O -7.2910 -42.5309 -14.0979  -0.569
C -5.7993 -40.7133 -21.9381  -1.901
H -10.6209 -38.1325 -23.8795  0.373
O -12.0517 -40.7111 -19.3454  -1.176
H -9.1918 -42.2181 -20.2273  -0.222
C -11.0412 -34.3827 -17.1646  -1.661
C -6.2772 -41.2480 -20.5877  2.120
H -8.1566 -38.2871 -20.8909  0.180
C -9.4863 -42.8236 -19.2367  0.330
C -9.1011 -36.0367 -17.3647  -1.045
C -8.9218 -40.9770 -17.5407  0.493
H -8.9079 -43.7811 -25.1926  0.247
H -14.1413 -44.5480 -21.5633  0.289
C -9.3948 -45.0164 -22.7920  -1.016
H -4.5165 -40.3973 -19.7555  0.440
H -14.0173 -44.3309 -16.1599  0.250
C -8.6350 -38.3010 -21.9047  -1.403
C -9.9017 -43.3223 -24.6565  -1.210
H -8.9102 -36.8792 -17.7860  0.086
H -6.5654 -40.5424 -22.7759  0.238
H -13.1792 -42.2159 -19.1555  0.089
H -5.0809 -41.3564 -22.3601  0.452
C -10.4682 -37.9427 -13.1437  0.467
H -8.0102 -44.1927 -16.0218  0.449
H -8.4084 -35.2188 -17.5729  0.430
O -7.7762 -41.3973 -17.2833  -0.540
C -6.5083 -44.7102 -13.8633  -1.310
C -11.2304 -37.6423 -14.4498  -0.628
H -14.3952 -38.9856 -18.4506  0.287
H -9.0071 -36.2565 -16.2000  0.131
H -11.9489 -42.8203 -13.3639  0.181
H -9.9002 -39.0402 -17.5995  -0.173
C -14.0489 -36.8977 -17.9964  -1.597
H -13.1082 -41.5458 -13.5381  0.339
H -13.8778 -36.4059 -17.0480  0.318
H -9.0590 -45.2561 -15.3779  0.422
H -11.9653 -37.2304 -11.6989  0.330
H -7.8943 -38.8481 -22.5838  0.113
H -10.7569 -43.5475 -22.8762  -0.121
H -5.8975 -44.8573 -14.7780  0.303
H -12.1954 -43.4501 -17.1708  -0.546
H -10.5111 -33.6593 -17.7303  0.478
H -12.1877 -38.9380 -12.2271  0.155
C -10.0319 -38.9793 -22.0160  0.935
H -12.5377 -46.1703 -19.5189  0.363
H -12.2310 -39.5616 -17.9623  -0.262
C -12.3392 -42.0299 -14.2814  -1.089
O -9.7727 -39.1236 -13.3877  -0.365
H -9.7075 -45.0736 -21.6831  0.104
H -13.6379 -41.8382 -15.9086  -0.567
C -10.4961 -35.6851 -17.7898  2.330
H -14.5740 -42.8418 -20.7542  0.490
H -8.5914 -43.2554 -18.6892  0.561
C -13.8200 -38.4859 -17.6464  0.927
H -13.2271 -44.6343 -14.5656  0.344
H -10.5615 -37.5617 -15.3185  -0.440
C -13.7609 -43.9052 -15.1537  -1.544
H -12.0103 -38.5092 -14.4699  -0.287
H -15.3516 -44.2529 -20.0547  0.280
H -11.9701 -36.9773 -14.4899  1.044
C -13.2040 -43.8401 -19.8265  1.350
H -9.8160 -39.6567 -15.9011  -0.257
H -11.9622 -34.0384 -17.3711  0.492
H -9.6063 -37.2718 -12.9045  0.456
H -12.3947 -43.4327 -20.5955  -0.356
O -11.8244 -43.1005 -16.3648  -0.319
H -5.7529 -41.3378 -18.7915  0.269
H -10.9371 -38.5145 -10.9830  0.332
H -14.0862 -38.7067 -15.6293  0.416
H -9.4356 -41.7661 -22.7671  -0.251
O -10.7268 -35.6308 -19.1752  -0.670
H -8.2446 -45.2895 -22.8134  0.258
H -9.9349 -45.9351 -23.2601  0.342
H -13.5921 -45.5639 -18.3233  0.376
H -11.0996 -36.5483 -17.5228  -0.986
H -9.4210 -43.6861 -15.3878  -0.180
C -10.5445 -39.2533 -23.4039  -1.479
H -11.1557 -36.4365 -19.7498  0.328
C -9.2741 -39.6212 -16.9560  -0.300
H -8.9485 -38.9657 -12.9431  0.269
H -10.3270 -43.5648 -19.6390  -0.547
C -11.3936 -38.1347 -11.9789  -1.324
C -9.7886 -43.6341 -23.2275  1.090
H -9.8315 -42.2347 -25.1043  0.254
H -6.1438 -44.1113 -13.1033  0.453
H -7.0640 -40.6301 -20.3689  -0.425
H -14.5961 -43.6209 -14.6436  0.534
H -15.5970 -38.7657 -16.2820  0.372
O -6.6407 -42.7121 -20.6644  -0.614
H -11.7162 -39.2836 -23.7065  0.275
C -7.7465 -43.8356 -13.9906  0.617
H -4.4145 -42.0568 -19.8068  0.273
N -10.1105 -41.8313 -18.2726  1.496
O -13.3404 -42.9547 -18.7688  -0.382
H -11.0020 -43.5395 -25.2144  0.266
O -12.4047 -38.6211 -17.7115  0.150
H -11.7025 -41.4454 -14.6082  0.100
H -13.4386 -36.4042 -18.7720  0.277
H -7.3296 -42.9119 -21.2679  0.148
H -10.8366 -41.1616 -18.6933  -0.399
H -8.2129 -43.8921 -13.0145  0.226
C -5.2112 -41.1671 -19.6878  -1.608
H -15.0388 -36.7107 -18.0433  0.584
H -10.8392 -40.1125 -20.6725  -0.508
C -12.8397 -45.2199 -18.9956  -1.001
H -10.5816 -42.2112 -17.5201  0.228
H -12.8968 -40.3320 -19.2569  -0.055

Forces on atoms 1 to 3 (eV/Å):
-0.9 -0.3 2.8
-3.5 -2.5 2.2
0.3 0.4 -0.5

Calculated values
HOMO-LUMO gap = 10.02 eV
total charge = 0
DFT total energy = -56420.443 eV


2.
C17H18BrNO3 | ωB97M-V/def2-TZVPD

Each line ends with the Mulliken charge.
Positions of all 40 atoms, in Å:
O -0.1008 -2.2815 -3.0425  -0.632
H 1.7902 0.4006 0.9865  0.271
H -0.6911 0.8132 6.5486  0.289
H 0.4479 -2.6155 -0.7024  0.568
C 0.4185 -1.2133 0.9228  -0.065
H 2.7384 2.7871 3.4298  0.255
C -0.1500 0.8694 5.6044  -0.709
H -1.6659 -1.9840 3.4829  0.459
H 2.0362 2.4969 1.8215  0.337
C 2.2921 -1.5394 -0.7689  -1.643
C -0.2727 -0.3913 3.5447  0.423
O 1.3395 1.3680 3.4210  -0.497
H -1.5173 0.7004 -6.6785  0.386
H 2.8348 -2.1065 -0.0172  0.360
C -0.5694 -1.8672 1.6455  -0.427
C -0.9021 -1.4659 2.9256  -0.576
C 2.3851 2.0193 2.7430  -0.929
C 0.7231 0.2989 2.8241  1.105
H -3.2800 2.4125 -3.1860  0.389
H -0.0445 0.2335 -1.1551  0.331
C -0.3407 -1.1652 -2.6301  0.241
Br -1.5252 -3.3468 0.9205  -0.197
H 2.6597 -0.5157 -0.7792  0.306
C -0.9535 -0.1828 -4.8155  -0.406
H -0.3132 -0.9333 -5.2540  0.424
H 0.9118 0.6882 5.7825  0.274
H -2.0858 0.7973 -1.7778  0.444
C -2.6177 1.6912 -3.6422  -0.667
O -0.7229 -0.1370 4.7981  -0.483
H -2.9956 2.3778 -5.6332  0.379
C -2.4613 1.6685 -5.0184  -0.375
H 3.2074 1.3342 2.5139  0.354
C 1.0331 -0.1281 1.5406  0.051
C 0.7877 -1.5959 -0.4885  -0.415
C -1.0873 -0.1501 -3.4311  0.437
N 0.0552 -0.7368 -1.4053  0.014
H -0.2804 1.8613 5.1682  0.249
H 2.4807 -1.9777 -1.7453  0.467
C -1.6311 0.7274 -5.6050  -0.517
C -1.9329 0.7885 -2.8481  -0.278

Forces on atoms 1 to 3 (eV/Å):
0.1 -0.3 -0.2
0.1 0.1 0.0
0.1 0.0 -0.1

Calculated values
SMILES = COc1cc(Br)c([C@H](C)NC(=O)c2ccccc2)cc1OC
HOMO-LUMO gap = 8.78 eV
energy relative to the best compared isomer or geometry (same formula, charge and spin) = 0.152 eV
total charge = 0
DFT total energy = -95595.996 eV


3.
C41H50BrCl2N2O4PPt | ωB97M-V/def2-TZVPD

Each line ends with the Mulliken charge.
Positions of all 102 atoms, in Å:
C -0.1382 -1.9182 -0.2495  -2.787
H 2.2971 4.4690 1.5355  0.514
C 1.4031 4.4375 0.9068  -0.434
H -0.8876 -0.3805 4.2459  0.227
H -0.6423 5.6713 -0.4281  0.080
H 1.1684 2.2994 1.0850  -0.402
H -1.7455 3.0162 4.4130  0.224
O 2.5529 0.2271 -3.5528  -0.777
C 0.5947 -4.1963 0.2907  -0.703
Br 3.8874 -1.4899 6.3440  -0.295
H 5.9363 -0.0443 -2.7025  0.551
H -3.4632 2.6819 4.5353  0.521
C 0.2290 5.4456 -1.0450  -0.661
H -5.4161 0.5710 -0.0745  0.550
C 4.3488 -1.0827 3.5560  -0.817
C -2.3966 4.5333 1.2804  -0.755
H -3.6570 2.1963 2.2031  0.391
O 2.3112 -0.0410 0.6807  0.225
H 1.4630 -2.1992 -2.3270  0.703
Pt -0.6480 -0.0963 0.0377  2.145
H 1.3962 0.6171 -5.7088  0.485
H 1.6098 6.4892 0.2529  0.466
H -2.9048 -0.6919 -1.0610  -0.387
C -2.6994 3.1309 3.8961  -0.754
C -4.1306 2.1890 -0.6544  -1.744
H -1.5403 0.9684 -2.2966  -0.479
C -2.7251 2.4290 -1.2074  0.594
H 1.3258 -6.1712 0.6085  0.336
C 6.5960 -0.4021 -1.9291  -0.826
C -3.5901 0.5246 -2.6698  -1.263
H -4.3201 2.8277 0.2115  0.218
C 1.4195 -3.0778 -1.7045  -0.624
C 0.0778 4.0731 -1.6921  -1.214
C 1.7270 -0.3654 2.9799  0.038
C 1.3345 -5.3013 -0.0410  -0.430
C -1.8031 3.1388 1.5514  1.039
C -2.4703 1.5355 -2.4392  0.043
H 0.5507 4.6633 1.5491  -0.063
H 1.3713 -0.6545 5.0965  0.529
H 8.9590 -1.7317 0.9135  0.408
H -2.6673 3.4850 -1.5056  1.250
H -2.1885 1.3890 2.7343  -0.469
H -4.5076 1.0137 -3.0180  0.435
H -2.7956 4.6023 0.2664  0.134
C -3.8574 -0.2295 -1.3767  -0.328
H -1.4045 -0.8865 2.5962  0.222
H 0.9000 3.9482 -2.4028  0.471
H 9.8142 -1.3282 -1.3860  0.342
C 2.6526 -0.3715 1.9394  0.650
C -2.6445 2.3666 2.5693  -0.439
C -3.4910 4.9026 2.2812  -1.081
H -4.8584 2.4870 -1.4182  0.539
C 4.0028 -0.7186 2.2332  0.352
H 1.3075 -0.1438 0.4924  -1.378
O 0.5607 0.3645 -2.5255  -0.554
H -4.3983 4.3283 2.0882  0.277
H 2.6608 -6.2152 -1.4651  0.336
C 2.1421 -4.1962 -2.0179  -0.618
C 2.0897 -0.6855 4.2950  -0.487
H 0.4386 2.0335 -1.3568  -2.071
C 1.2829 3.0453 0.2928  -0.347
C -4.3495 0.7247 -0.2759  -0.347
C 7.9361 -0.6753 -2.1722  -0.489
C -0.5662 -0.8342 3.2998  -1.086
N 4.9130 -0.4133 -0.0625  0.579
H -4.5866 -1.0253 -1.5488  0.563
H -2.0785 5.2118 3.8463  0.372
H 2.3614 5.2908 -0.8120  0.423
C 1.4886 5.4936 -0.1869  -1.001
H 8.3410 -0.5254 -3.1657  0.376
C 2.1018 -5.3273 -1.2011  -0.452
H 5.3699 -1.3787 3.7218  0.626
C 8.3163 -1.3566 0.1278  -0.762
C 6.1302 -0.6035 -0.6442  0.366
C 1.3493 0.3960 -3.4562  0.072
H -1.6092 5.2859 1.3752  0.469
C 0.6794 0.7812 -4.9009  0.083
H -0.8283 3.2553 2.0391  0.541
C 3.4080 -1.0350 4.5402  -0.419
H 2.2269 2.8251 -0.2122  0.724
C 0.5964 -3.0311 -0.5342  2.286
H 0.2835 6.2045 -1.8329  0.424
H -3.7257 4.9783 4.4261  0.419
C 5.0422 -0.7664 1.2653  0.355
C 0.1460 2.8877 -0.7275  2.302
Cl 0.2509 2.4977 -4.9305  -0.237
H -0.8403 4.0378 -2.2799  0.378
C -2.9914 4.6294 3.6950  -0.834
H -3.7491 5.9605 2.1650  0.525
Cl -0.7637 -0.1754 -5.2610  -0.231
H 2.7574 -4.2014 -2.9108  0.375
P -1.3642 2.0767 0.0432  -1.233
C 6.9782 -1.0750 0.3975  0.408
H -2.3450 2.1420 -3.3388  0.068
H -0.1986 -1.8451 3.4911  0.574
H 4.0445 -0.1411 -0.4999  -0.140
O 0.4156 -0.0477 2.6699  0.147
H -3.8025 0.5112 0.6474  -0.004
H -3.2830 -0.1768 -3.4455  0.523
N 6.2846 -1.1591 1.5572  -0.818
C 8.7718 -1.1395 -1.1607  -0.377
H 0.0039 -4.1815 1.1976  0.344

Forces on atoms 1 to 3 (eV/Å):
-0.2 0.7 0.0
0.0 0.0 0.1
0.2 0.0 -0.2

Calculated values
HOMO-LUMO gap (alpha / beta) = 3.68 / 3.68 eV
energy relative to the best compared isomer or geometry (same formula, charge and spin) = 1.974 eV
total charge = -2
DFT total energy = -162121.998 eV


4.
C5H7N2O2S | ωB97M-V/def2-TZVPD

Each line ends with the Mulliken charge.
Positions of all 17 atoms, in Å:
H 1.5320 -3.5717 0.1688  0.360
N 3.1828 0.9927 -0.0615  0.754
C -0.4469 -0.8926 -0.4565  0.189
C -0.7748 0.4762 -0.5886  -0.302
H -1.8831 0.5079 -0.6553  0.383
O 2.5277 2.1608 0.2324  -0.406
N -0.2533 1.3559 0.4515  -0.542
C 0.0512 -2.0541 -0.1668  -0.397
H -0.7147 2.2607 0.4116  0.277
H -0.4287 0.8508 -1.5657  0.301
O 4.2755 1.0780 -0.5610  -0.484
S 2.8400 -1.6690 0.2007  0.021
H 1.5789 1.9650 0.4518  0.525
C 2.4467 -0.0694 0.1320  -0.156
H -0.3801 0.9740 1.3848  0.273
H -0.6567 -2.8838 -0.1250  0.330
C 1.3891 -2.5072 0.0711  -0.127

Forces on atoms 1 to 3 (eV/Å):
0.1 -0.1 0.0
-0.3 0.4 -0.2
1.7 0.7 -0.2

Calculated values
HOMO-LUMO gap (alpha / beta) = 6.25 / 6.99 eV
energy relative to the best compared isomer or geometry (same formula, charge and spin) = 7.492 eV
total charge = +1
DFT total energy = -23192.457 eV


5.
C22H12Cl9N3O6OsSi | ωB97M-V/def2-TZVPD

Each line ends with the Mulliken charge.
Positions of all 54 atoms, in Å:
C 0.9754 -2.7618 -2.9426  0.812
H -4.2433 0.6517 -0.5219  0.541
Cl 1.4902 -0.6520 3.6138  -0.171
Si -1.8998 1.1729 3.8155  0.299
H 2.7220 1.5912 -1.5601  0.476
C -0.3662 -2.5178 -2.6511  -0.227
C 1.0635 -4.6193 -1.4655  -0.541
H 2.6675 -2.1819 -4.1073  0.448
Cl -0.9507 1.6812 5.5807  -0.284
C 2.6460 3.1484 4.1973  0.547
C -3.0232 1.1295 -2.2576  -0.542
H 1.8262 -5.3164 -1.1311  0.253
C -1.7586 1.2816 -2.7601  -0.216
O -1.3498 -1.6018 3.0544  -0.771
H 0.2459 -5.1719 -1.9346  0.355
H 2.1174 1.0638 0.7884  0.612
C -0.8944 1.0270 -0.5280  0.073
N -1.5767 1.3837 -4.1782  -0.614
C -0.6480 1.3106 -1.8780  0.116
H -0.9141 -3.1453 -1.9627  0.445
Cl -0.2069 3.7982 1.4608  -0.101
O -0.0286 -2.2216 1.2225  -0.592
C 1.6381 -1.9538 -3.8668  -0.726
C -3.2479 0.8413 -0.8994  -0.790
N 0.1063 0.9483 0.4000  -0.022
C 1.7376 3.7638 3.3294  0.057
H -2.0575 -1.2761 -3.0210  0.531
H 1.4778 -0.2872 -5.2061  0.453
C -0.3397 -0.6134 -4.1314  -0.193
O -2.0961 -3.3294 1.6168  -0.591
N -0.9342 0.5253 -4.7963  -0.365
Os -0.5449 0.1223 2.1865  1.414
Cl 1.8346 5.4598 3.0907  -0.179
C 1.3551 1.1381 0.0243  -0.032
O -2.2723 0.3551 1.2283  -0.613
C -2.1817 0.7365 -0.0431  1.365
Cl -2.8727 2.8742 3.2127  -0.253
H 0.6864 -4.0513 -0.6142  0.038
O -0.2697 -3.7167 3.0572  -0.602
C 0.9770 -0.9043 -4.4707  -0.188
O 1.7049 -3.7669 -2.4042  -0.463
C 1.6575 1.0826 3.6459  1.611
Cl -0.9337 -2.7977 2.2143  1.723
Cl -3.4144 -0.0697 4.4186  -0.300
H 0.9395 1.7794 -3.2710  0.611
C 0.7705 3.0202 2.6436  1.051
C 1.6841 1.4384 -1.3036  -1.310
C 2.6328 1.7631 4.3381  -0.231
Cl 3.8153 4.0725 5.0436  -0.180
C -1.0153 -1.4468 -3.2496  -0.473
C 0.6719 1.6469 2.8568  -1.949
C 0.6971 1.5332 -2.2456  -0.568
Cl 3.7563 0.9140 5.3095  -0.178
H -3.8568 1.1485 -2.9479  0.436

Forces on atoms 1 to 3 (eV/Å):
0.0 0.0 0.0
0.0 0.0 0.0
-0.1 0.0 0.0

Calculated values
HOMO-LUMO gap = 6.75 eV
energy relative to the best compared isomer or geometry (same formula, charge and spin) = 0.000 eV
total charge = 0
DFT total energy = -162806.283 eV


Which of these has the lowest DFT total energy? C22H12Cl9N3O6OsSi